(1)
C23H28N6O2 | the ωB97M-V functional and the def2-TZVPD basis

```
59
C23H28N6O2, DFT the ωB97M-V functional and the def2-TZVPD basis
C 5.2397 0.6035 -1.0212
C 4.8876 -0.1388 0.2322
C 5.6395 0.0279 1.3886
C 5.3123 -0.6523 2.5454
C 4.2296 -1.5225 2.5938
C 3.8863 -2.2370 3.8650
C 3.4836 -1.7054 1.4288
C 2.2622 -2.5926 1.4189
N 1.1284 -1.8483 1.9035
N 0.6482 -1.9752 3.1503
N -0.3001 -1.1517 3.3462
C -0.4829 -0.4216 2.2201
C -1.3854 0.6401 1.8580
O -2.2931 1.1399 2.4736
N -1.0936 1.0927 0.5461
C -0.1985 0.5501 -0.3100
C -0.0627 1.0550 -1.7285
C -0.1315 -0.1390 -2.6952
C -1.5495 -0.7027 -2.7236
C -2.5585 0.3883 -3.0946
N -2.4362 1.5058 -2.1894
C -3.3675 1.9714 -1.3229
O -3.0750 2.8629 -0.5376
C -4.7269 1.3163 -1.3316
C -5.6496 1.8743 -0.2347
C -5.3823 0.6234 0.6157
C -4.7116 -0.0432 -0.5934
C -1.1069 2.0842 -2.1671
N 0.5932 -0.4306 0.0069
C 0.4505 -0.8696 1.2749
C 3.8116 -1.0114 0.2724
H 6.1983 0.2579 -1.4075
H 5.3280 1.6702 -0.8210
H 4.4838 0.4520 -1.7878
H 6.4841 0.7019 1.3828
H 5.9049 -0.5006 3.4361
H 2.8438 -2.0751 4.1363
H 4.0400 -3.3108 3.7541
H 4.5167 -1.8867 4.6780
H 2.0415 -2.9188 0.3991
H 2.3810 -3.4583 2.0716
H -1.6844 1.8808 0.2656
H 0.9311 1.5105 -1.8032
H 0.5709 -0.9058 -2.3714
H 0.1524 0.1947 -3.6953
H -1.6171 -1.5155 -3.4476
H -1.7975 -1.1057 -1.7396
H -3.5690 -0.0131 -3.0653
H -2.3516 0.7409 -4.1137
H -5.1415 1.3107 -2.3414
H -6.6829 1.9711 -0.5596
H -5.3101 2.8131 0.1953
H -4.6853 0.8131 1.4288
H -6.2606 0.1158 1.0070
H -5.3362 -0.7915 -1.0790
H -3.7277 -0.4721 -0.4071
H -1.1219 2.9594 -1.5151
H -0.8545 2.4166 -3.1810
H 3.2026 -1.1488 -0.6096
```

Properties
Energy above the lowest of the compared OMol25 structures with the same formula, charge and spin: 24.8 kcal/mol
M: 420.52 g/mol
HOMO: -8.780 eV
LUMO level: 0.459 eV
DFT total energy: -37341.8914 eV
Orbital gap: 9.24 eV
SMILES: Cc1ccc(C)c(Cn2nnc3c(=O)[nH]c([C@H]4CCCN(C(=O)C5CCC5)C4)nc32)c1

(2)
C23H28O6S3Tc | the ωB97M-V functional and the def2-TZVPD basis

```
61
C23H28O6S3Tc, DFT the ωB97M-V functional and the def2-TZVPD basis
Tc 0.3555 -0.2325 0.9022
O -0.2087 2.9718 -2.7157
C 0.5495 2.2764 -1.8596
O 1.3364 1.4277 -2.1708
C 0.2725 2.7188 -0.4354
O 0.8996 1.8756 0.5053
C 2.3131 2.1271 0.7278
C 3.0881 0.8141 0.6944
O 4.2849 0.8259 0.5898
O 2.3542 -0.2599 0.8379
H 0.0292 2.7071 -3.6175
H -0.7967 2.7124 -0.2360
H 0.6192 3.7468 -0.3106
H 2.4142 2.5722 1.7187
H 2.6919 2.8040 -0.0333
S 0.1727 -2.2509 1.8005
C 0.4859 -2.1748 3.4723
C 0.5681 -3.3937 4.1875
C 0.8124 -3.3722 5.5296
C 0.9777 -2.1367 6.1953
C 0.8969 -0.9506 5.5213
C 0.6486 -0.9344 4.1303
S 0.5051 0.5340 3.2762
H 0.4500 -4.3281 3.6541
H 0.8874 -4.2968 6.0848
H 1.1765 -2.1330 7.2589
H 1.0280 -0.0079 6.0347
C -5.5738 3.1005 -0.8848
C -4.4215 2.1517 -1.1910
C -3.8129 1.6026 0.0970
S -2.4916 0.4193 -0.2523
O -1.5430 0.6065 0.9637
C -3.2862 -1.1643 0.0751
C -4.0317 -1.6867 -1.1479
C -4.6038 -3.0737 -0.8785
H -5.9655 3.5380 -1.8014
H -5.2500 3.9159 -0.2361
H -6.3916 2.5791 -0.3856
H -3.6459 2.6655 -1.7647
H -4.7731 1.3277 -1.8166
H -4.5564 1.1281 0.7389
H -3.3176 2.3825 0.6783
H -3.9310 -1.0539 0.9483
H -2.4542 -1.8165 0.3514
H -3.3494 -1.7187 -2.0018
H -4.8389 -0.9995 -1.4134
H -3.8102 -3.7861 -0.6464
H -5.1431 -3.4448 -1.7483
H -5.2956 -3.0599 -0.0353
C 0.1954 -1.0690 -0.5995
C 0.1530 -1.9637 -1.7021
C 1.0464 -1.7605 -2.7622
C 1.0367 -2.6420 -3.8277
C 0.1529 -3.7141 -3.8385
C -0.7296 -3.9211 -2.7833
C -0.7359 -3.0482 -1.7127
H 1.7321 -0.9230 -2.7289
H 1.7257 -2.4997 -4.6489
H 0.1553 -4.4001 -4.6750
H -1.4028 -4.7675 -2.7971
H -1.4036 -3.2113 -0.8751
```

Properties
Energy above the lowest of the compared OMol25 structures with the same formula, charge and spin: 3.3 kcal/mol
Net charge: +1
M: 594.67 g/mol
HOMO (alpha / beta): -10.536 / -10.535 eV
LUMO level (alpha / beta): -4.818 / -4.820 eV
DFT total energy: -71288.3144 eV
Orbital gap (alpha / beta): 5.72 / 5.72 eV

(3)
C23H29BrF16NO2 | the ωB97M-V functional and the def2-TZVPD basis

```
72
C23H29BrF16NO2, DFT the ωB97M-V functional and the def2-TZVPD basis
C -2.2833 0.0145 1.2031
C -1.0800 0.7990 1.7404
C 0.2444 0.5460 1.0030
C 1.0697 -0.5358 1.6975
C 0.3758 -1.8938 1.7921
N 2.4033 -0.7010 1.0366
C 2.4382 -1.5032 -0.0501
C 3.6167 -1.8143 -0.6944
C 4.8051 -1.2569 -0.2126
C 4.7456 -0.3916 0.8752
C 3.5341 -0.1161 1.5108
C 3.5041 0.8084 2.6915
C 3.9054 0.1688 4.0232
C 5.3965 -0.0749 4.1836
Br 2.9582 -1.5171 4.3145
H -2.8653 0.6029 0.4982
H -1.9986 -0.9056 0.6935
H -2.9561 -0.2684 2.0112
H -0.9527 0.5985 2.8067
H -1.3019 1.8620 1.6608
H 0.0344 0.2897 -0.0375
H 0.8064 1.4826 0.9874
H 1.2427 -0.2123 2.7165
H -0.1151 -2.1580 0.8566
H -0.3927 -1.8359 2.5580
H 1.0874 -2.6733 2.0563
H 1.4996 -1.9191 -0.3781
H 3.6095 -2.4701 -1.5517
H 5.7480 -1.4629 -0.6982
H 5.6403 0.0849 1.2498
H 4.2296 1.5981 2.4932
H 2.5361 1.2875 2.7910
H 3.5386 0.8022 4.8247
H 5.7207 -0.9399 3.6040
H 5.6277 -0.2826 5.2241
H 5.9637 0.7938 3.8498
C -6.5892 -3.1529 0.2507
C -5.7493 -1.8891 0.4650
C -6.4114 -0.5413 0.1716
F -6.7852 -0.4591 -1.1182
F -5.5168 0.4448 0.4220
F -4.5665 -1.9859 -0.1795
F -5.4884 -1.8468 1.8081
O -6.4095 -3.8523 -0.9594
C -7.1432 -3.5830 -2.0787
C -6.2497 -3.1895 -3.2647
F -5.4565 -2.1482 -2.9363
F -7.0399 -2.8262 -4.2939
F -8.1014 -2.6692 -1.8591
F -7.7469 -4.7322 -2.4514
H -6.2298 -3.8451 1.0104
H -7.6419 -2.9571 0.4567
H -7.2820 -0.4013 0.8172
H -5.6314 -4.0404 -3.5554
C 2.9697 2.1668 -1.7005
C 3.7904 2.3084 -2.9863
C 4.3969 3.6743 -3.3259
F 3.4274 4.5928 -3.4855
F 5.0790 3.5469 -4.4805
F 3.1012 1.8286 -4.0336
F 4.8817 1.4943 -2.7815
O 1.5678 2.2495 -1.8027
C 0.9333 3.4589 -1.6831
C 0.1669 3.8304 -2.9597
F 1.0007 3.8085 -4.0145
F -0.3206 5.0748 -2.8011
F 1.7729 4.4344 -1.3055
F 0.0007 3.3303 -0.7055
H 3.1451 1.1380 -1.4037
H 3.3595 2.8112 -0.9110
H 5.0822 3.9953 -2.5360
H -0.6520 3.1257 -3.1193
```

Properties
Net charge: +1
M: 735.36 g/mol
HOMO: -13.332 eV
LUMO level: -3.989 eV
DFT total energy: -143423.5087 eV
Orbital gap: 9.34 eV